63
Properties=species:S:1:pos:R:3 method="wB97M-V/def2-TZVPD" lumo_energy_ha="-0.303 / -0.316" relative_energy_kcal_mol=0.0 e_tot_ha=-4802.8195 charge=+2 multiplicity=5
H -4.00 -2.63 4.19
H -4.07 -3.83 2.05
C -3.63 -0.52 -3.81
H -1.81 -0.39 -4.94
C 4.04 0.01 -1.51
H 0.82 -4.79 -2.44
P -0.91 -0.82 -0.19
N 2.35 0.99 0.05
C -2.02 -0.63 -1.56
C 1.30 4.23 -0.02
H 3.22 1.99 1.70
O -1.21 1.21 3.64
H 5.47 1.84 0.95
C 1.07 5.09 2.24
H -1.32 2.38 -1.11
C -1.44 -0.47 -2.81
Os 0.44 0.88 0.38
N 4.11 -0.80 -2.57
Se 2.39 -1.19 -3.17
C 3.43 1.46 0.77
C -2.68 -2.51 1.06
C 1.78 4.99 1.02
C 2.64 0.38 -1.17
C -4.22 -0.60 -2.55
C -3.44 -2.95 2.13
O 0.42 0.27 2.26
H -2.73 -3.02 0.11
H -3.85 -0.64 -0.41
C 5.12 0.53 -0.74
C 0.15 -2.26 -0.30
H 2.76 -3.81 1.21
H 2.60 -5.19 -0.80
C -0.19 4.45 2.36
H -0.73 4.59 3.29
H -0.84 -2.95 -2.07
C -0.67 3.65 1.33
C 4.74 1.31 0.36
C -0.79 0.39 2.81
Cl 1.73 5.96 3.55
H -4.27 -0.50 -4.67
C -2.26 -0.46 -3.95
C -0.02 -3.12 -1.37
C 1.89 -4.39 -0.64
N 1.61 0.05 -1.94
H -1.60 3.09 1.40
H 1.15 -1.93 1.58
C -1.88 -1.36 1.24
H -0.36 -0.30 -2.86
C -3.43 -2.26 3.35
C 0.10 3.48 0.15
H 2.72 5.54 0.94
C 1.99 -3.60 0.50
H -5.29 -0.62 -2.47
C -1.75 -0.72 2.46
C 0.87 -4.17 -1.56
H 1.84 4.16 -0.96
H -2.63 -0.60 4.44
C -0.25 2.44 -0.83
H 6.13 0.39 -1.09
C -3.41 -0.60 -1.41
C -2.64 -1.16 3.50
C 1.12 -2.53 0.68
H 0.33 2.56 -1.76